(1)
Computed, not measured: a structure of composition C20H29HgN3O5S at a distorted geometry, with ωB97M-V/def2-TZVPD.

The net charge is +2. The calculation puts the orbital gap at 0.0969 Eh. Its HOMO energy is -14.606 eV.

```
59
Properties=species:S:1:pos:R:3:mulliken_charge:R:1
C 4.41 -2.28 1.78 -1.063
C 3.48 -3.40 1.23 -0.499
C 2.24 -2.72 0.60 0.397
O 1.70 -3.56 -0.43 -0.349
C 0.89 -2.89 -1.36 -1.631
C 0.03 -1.80 -0.75 0.572
C -1.19 -2.13 -0.05 0.562
S -1.61 -3.87 0.07 -0.131
C -1.99 -1.19 0.52 1.609
C -3.26 -1.54 1.28 -1.635
C -3.15 -0.96 2.75 -0.548
N -1.85 -1.17 3.34 -0.348
C -1.59 0.21 0.43 -0.886
N -2.30 1.21 0.95 0.212
C -3.71 1.43 0.44 -0.626
C -3.94 0.96 -1.01 -0.907
C -0.36 0.50 -0.24 1.063
C 0.42 -0.43 -0.82 -0.095
C 1.64 0.26 -1.49 -0.638
O 2.59 -0.29 -1.94 -0.478
N 1.34 1.64 -1.42 0.695
C 1.26 2.33 -2.74 -1.116
C 0.86 3.81 -2.67 -0.722
C 1.76 4.70 -1.75 -0.467
C 3.18 4.17 -1.57 0.537
O 3.89 4.00 -2.53 -0.486
O 3.66 3.93 -0.30 -0.503
C 0.35 1.85 -0.46 -0.311
O 0.07 2.84 0.16 -0.595
H 4.09 -2.03 2.80 0.303
H 4.35 -1.36 1.19 0.287
H 5.44 -2.65 1.82 0.349
H 3.15 -4.01 2.07 0.315
H 3.98 -4.01 0.47 0.358
H 2.58 -1.78 0.15 -0.149
H 1.50 -2.58 1.41 0.054
H 1.45 -2.47 -2.20 0.346
H 0.20 -3.64 -1.77 0.794
H -1.25 -4.11 1.36 0.235
H -3.39 -2.62 1.34 0.759
H -4.14 -1.08 0.82 0.214
H -3.36 0.12 2.78 0.281
H -3.92 -1.46 3.46 0.316
H -1.59 -2.15 3.37 0.298
H -1.12 -0.61 2.91 0.242
H -1.80 2.10 0.88 0.475
H -3.90 2.51 0.47 0.537
H -4.43 1.00 1.14 0.270
H -4.84 1.40 -1.44 0.431
H -3.11 1.17 -1.68 0.263
H -4.13 -0.12 -1.01 0.265
H 2.27 2.28 -3.17 0.602
H 0.60 1.82 -3.46 0.450
H 0.84 4.27 -3.66 0.538
H -0.16 3.87 -2.27 0.198
H 1.86 5.67 -2.25 0.397
H 1.31 4.93 -0.78 0.267
H 3.33 3.09 0.03 0.334
Hg -4.62 -3.19 3.20 0.361
```

---

(2)
Computed, not measured: a structure of composition C36H45InN3P2, with ωB97M-V/def2-TZVPD.

The net charge is +1. For the relative energy (zero: lowest compared OMol25 entry of this formula, charge and spin), the calculation gives 0.109 eV. The calculation puts the orbital gap at 0.2790 Eh. Its HOMO energy is -9.847 eV.

```
87
Properties=species:S:1:pos:R:3:mulliken_charge:R:1
In -0.20 0.21 -0.18 2.405
C -3.95 -0.56 3.41 -1.458
C -3.20 -0.65 2.09 0.659
C -3.02 -2.10 1.63 -1.503
P -1.56 0.17 2.01 0.205
C -1.68 1.95 2.50 1.156
C -2.86 2.60 1.76 -1.532
C -1.70 2.23 4.00 -1.590
C -0.36 -0.68 3.04 0.490
C -0.60 -0.85 4.42 -0.864
C 0.32 -1.47 5.24 -1.192
C 1.52 -1.90 4.68 -1.043
C 1.78 -1.74 3.34 -0.913
C 0.86 -1.14 2.46 0.619
N 1.13 -0.92 1.13 0.022
C 2.34 -1.27 0.53 -0.667
C 2.87 -2.56 0.56 -0.192
C 4.06 -2.86 -0.09 -0.850
C 4.74 -1.88 -0.80 -0.867
C 4.21 -0.60 -0.88 -0.462
C 3.02 -0.29 -0.22 -0.105
P 2.19 1.32 -0.36 1.053
C 2.65 2.01 -2.00 0.629
C 2.06 3.42 -2.12 -1.655
C 2.11 1.09 -3.11 -1.435
C 2.88 2.42 0.93 0.445
C 2.56 1.85 2.32 -1.476
C 4.38 2.64 0.75 -1.540
H -4.95 -0.98 3.28 0.463
H -3.46 -1.15 4.19 0.308
H -4.07 0.46 3.77 0.282
H -3.77 -0.11 1.33 0.468
H -2.42 -2.66 2.36 0.287
H -4.00 -2.58 1.56 0.482
H -2.54 -2.17 0.66 0.315
H -0.76 2.38 2.10 0.081
H -3.81 2.27 2.17 0.278
H -2.81 3.68 1.88 0.499
H -2.84 2.38 0.69 0.231
H -2.61 1.84 4.48 0.225
H -0.84 1.81 4.51 0.404
H -1.69 3.31 4.16 0.483
H -1.51 -0.47 4.84 0.423
H 0.12 -1.59 6.30 0.474
H 2.27 -2.37 5.31 0.417
H 2.74 -2.07 2.95 0.520
H 2.34 -3.34 1.11 0.698
H 4.46 -3.86 -0.04 0.437
H 5.67 -2.12 -1.31 0.504
H 4.73 0.15 -1.46 0.401
H 3.73 2.06 -2.08 0.468
H 0.97 3.40 -1.99 0.228
H 2.48 4.11 -1.39 0.346
H 2.27 3.82 -3.11 0.519
H 1.01 1.07 -3.09 0.099
H 2.41 1.48 -4.09 0.559
H 2.48 0.07 -3.02 0.268
H 2.35 3.37 0.81 0.634
H 3.06 0.89 2.47 0.306
H 2.91 2.54 3.09 0.580
H 1.49 1.69 2.47 0.062
H 4.92 1.70 0.87 0.291
H 4.62 3.06 -0.23 0.372
H 4.74 3.33 1.51 0.487
C 0.63 -2.65 -4.80 -1.100
C -0.42 -3.05 -3.76 -0.425
C -0.28 -2.26 -2.54 0.290
N -0.12 -1.62 -1.60 -0.282
H 0.54 -3.29 -5.67 0.370
H 1.64 -2.76 -4.40 0.317
H 0.49 -1.62 -5.12 0.296
H -0.33 -4.10 -3.49 0.321
H -1.43 -2.90 -4.14 0.293
N -5.60 7.33 -4.80 -0.452
C -4.99 6.46 -4.34 -0.082
C -4.23 5.38 -3.76 0.561
C -2.86 5.31 -3.98 -0.785
C -2.13 4.27 -3.43 -0.280
C -2.76 3.30 -2.64 0.434
C -4.14 3.39 -2.43 -0.418
C -4.87 4.42 -2.99 -0.781
C -2.00 2.23 -2.05 0.396
C -1.37 1.32 -1.55 -1.834
H -2.37 6.06 -4.59 0.456
H -1.06 4.20 -3.60 0.509
H -4.63 2.63 -1.83 0.503
H -5.94 4.49 -2.82 0.453
```

---

(3)
Computed, not measured: a structure of composition C27H56NO15S2 at a distorted geometry, with ωB97M-V/def2-TZVPD.

The net charge is -1. For the relative energy (zero: lowest compared OMol25 entry of this formula, charge and spin), the calculation gives 0.194 eV. The calculation puts the orbital gap at 0.3016 Eh. Its HOMO energy is -6.181 eV.

```
101
Properties=species:S:1:pos:R:3:mulliken_charge:R:1
C -4.15 -0.79 2.39 0.207
O -4.19 -0.92 0.96 -0.364
C -3.99 0.29 0.26 -0.292
C -3.11 0.06 -0.95 -0.675
C -1.63 0.00 -0.64 -0.539
C -0.82 -0.19 -1.95 -0.728
C -0.76 -1.67 -2.36 -0.912
C 0.64 -2.24 -2.49 -0.806
S 1.58 -2.30 -0.97 0.946
O 1.34 -3.60 -0.39 -0.673
O 1.23 -1.20 -0.12 -0.633
N 3.13 -2.31 -1.45 -0.389
S 3.73 -0.84 -1.67 0.772
O 2.85 0.05 -2.38 -0.586
O 4.35 -0.31 -0.49 -0.649
H -4.85 -1.50 2.81 -0.084
H -3.15 -1.07 2.73 0.231
H -4.42 0.22 2.70 -0.055
H -3.57 1.07 0.89 0.221
H -4.96 0.65 -0.10 0.244
H -3.40 -0.87 -1.44 0.224
H -3.28 0.90 -1.63 0.348
H -1.29 0.90 -0.13 0.465
H -1.40 -0.85 -0.01 0.206
H 0.18 0.19 -1.80 0.255
H -1.35 0.38 -2.71 0.618
H -1.40 -2.29 -1.74 0.449
H -1.19 -1.74 -3.36 0.332
H 0.58 -3.28 -2.81 0.416
H 1.23 -1.73 -3.23 0.435
H 4.75 -1.15 -2.50 0.019
O 9.02 4.95 1.75 -0.592
C 8.20 4.07 1.62 0.721
O 8.08 3.46 0.43 -0.388
C 7.26 2.29 0.23 -0.524
C 5.82 2.63 -0.03 -0.153
C 7.27 3.70 2.75 -0.889
H 7.37 1.60 1.07 0.399
H 7.69 1.80 -0.64 0.313
H 5.36 3.14 0.82 0.226
H 5.25 1.72 -0.24 0.098
H 5.74 3.30 -0.89 -0.065
H 6.42 4.37 2.74 0.230
H 7.80 3.82 3.69 0.308
H 6.90 2.67 2.71 0.338
O -4.60 2.19 3.68 -0.587
C -4.81 3.22 3.11 0.784
O -4.11 3.49 1.99 -0.329
C -4.39 4.59 1.13 -0.426
C -3.72 5.87 1.60 -1.044
C -5.79 4.23 3.64 -1.120
H -5.46 4.71 1.00 0.369
H -3.98 4.30 0.16 0.357
H -4.09 6.18 2.57 0.276
H -3.90 6.67 0.89 0.374
H -2.64 5.71 1.69 0.316
H -5.29 4.85 4.38 0.286
H -6.60 3.70 4.13 0.307
H -6.23 4.88 2.88 0.368
O -5.53 -2.21 5.85 -0.535
C -6.30 -3.07 5.56 0.775
O -6.32 -3.53 4.29 -0.345
C -7.06 -4.68 3.87 -0.415
C -8.49 -4.34 3.54 -0.980
C -7.31 -3.61 6.55 -1.025
H -6.98 -5.47 4.62 0.339
H -6.54 -5.03 2.98 0.348
H -9.03 -3.96 4.41 0.271
H -9.02 -5.22 3.17 0.364
H -8.53 -3.56 2.78 0.305
H -8.18 -2.95 6.56 0.259
H -6.85 -3.59 7.54 0.315
H -7.64 -4.63 6.35 0.324
O 1.73 -7.61 -4.70 -0.603
C 2.05 -7.58 -3.54 0.719
O 1.69 -6.53 -2.79 -0.345
C 1.87 -6.49 -1.36 -0.381
C 3.25 -6.00 -0.99 -0.897
C 2.93 -8.66 -2.94 -0.906
H 1.63 -7.45 -0.92 0.319
H 1.14 -5.77 -1.00 0.327
H 4.03 -6.68 -1.35 0.370
H 3.34 -5.92 0.09 0.335
H 3.44 -5.02 -1.42 0.228
H 3.97 -8.42 -3.16 0.237
H 2.68 -9.60 -3.42 0.300
H 2.81 -8.78 -1.87 0.328
O 2.25 7.03 -4.47 -0.584
C 3.14 6.24 -4.64 0.712
O 3.39 5.33 -3.68 -0.340
C 4.31 4.24 -3.85 -0.332
C 5.73 4.66 -3.54 -0.973
C 4.02 6.29 -5.87 -0.884
H 4.21 3.81 -4.85 0.321
H 3.99 3.48 -3.15 0.302
H 6.08 5.45 -4.22 0.337
H 6.41 3.81 -3.63 0.333
H 5.80 5.06 -2.53 0.273
H 4.81 7.02 -5.70 0.239
H 3.41 6.62 -6.70 0.302
H 4.46 5.34 -6.14 0.305
```

---

LUMO level: -11.969, -2.256, 2.026 (eV)